The following is a DFT calculation (ωB97M-V/def2-TZVPD) of C24H37N3O5S in the gas phase.

LUMO: 0.228 eV
SMILES string: CC(C)[C@@H](C(=O)NC[C@@H]1CCCO1)N(C(=O)CNS(=O)(=O)c1ccccc1)C1CCCCC1
highest occupied orbital energy: -8.95 eV
gap between HOMO and LUMO: 9.181 eV

CARTESIAN COORDINATES (ANGSTROEM)
C -2.97684 -1.66818 -2.92182
C -2.83548 -0.20138 -2.52014
C -2.47251 0.63288 -3.74694
C -1.76848 -0.01042 -1.42210
C -1.73851 1.45279 -0.91894
O -2.55514 2.29009 -1.24564
N -0.71996 1.68670 -0.07794
C -0.41046 3.00179 0.42579
C 0.83590 3.57952 -0.26756
C 2.09104 2.71788 -0.03254
C 3.17195 3.75576 0.26502
C 2.34522 4.85039 0.93637
O 1.12253 4.88040 0.23017
N -1.97280 -0.89571 -0.28384
C -1.30706 -2.04121 -0.06095
O -1.46682 -2.72452 0.94103
C -0.25285 -2.54897 -1.05640
N 1.03943 -2.57579 -0.38177
S 1.69258 -1.04258 -0.20964
O 1.11717 -0.34042 0.91289
O 1.58142 -0.39010 -1.48316
C 3.39248 -1.43330 0.14369
C 3.82703 -1.45273 1.45423
C 5.14426 -1.79012 1.72038
C 6.00034 -2.10264 0.67576
C 5.55056 -2.07669 -0.63589
C 4.23474 -1.74010 -0.90680
C -3.01994 -0.48646 0.66650
C -2.46283 -0.22241 2.06710
C -3.56953 0.33357 2.95759
C -4.72997 -0.65336 3.03893
C -5.26804 -0.95628 1.64434
C -4.16078 -1.50356 0.74778
H -3.81544 -1.78189 -3.60490
H -3.15076 -2.30640 -2.05914
H -2.07814 -2.01240 -3.42939
H -3.79126 0.15770 -2.12655
H -1.48950 0.35221 -4.12097
H -2.46533 1.68928 -3.49906
H -3.20241 0.46908 -4.53613
H -0.77813 -0.18343 -1.85049
H -0.06807 0.94670 0.15338
H -1.26673 3.65033 0.22812
H -0.23542 2.95098 1.50456
H 0.61734 3.68180 -1.33838
H 2.31926 2.08939 -0.89031
H 1.94169 2.07041 0.83283
H 3.96610 3.37682 0.90418
H 3.60544 4.13413 -0.66113
H 2.78882 5.84519 0.87026
H 2.17053 4.60645 1.99508
H -0.12281 -1.96319 -1.96007
H -0.51385 -3.57752 -1.32070
H 0.93288 -3.00698 0.52995
H 3.13362 -1.19477 2.23907
H 5.50141 -1.80901 2.73857
H 7.02639 -2.36551 0.88497
H 6.22390 -2.31764 -1.44400
H 3.84854 -1.70000 -1.91228
H -3.43181 0.44911 0.27901
H -1.63182 0.48123 2.00618
H -2.08740 -1.15632 2.48390
H -3.17458 0.52721 3.95681
H -3.92461 1.28216 2.54727
H -4.38199 -1.58033 3.49927
H -5.52650 -0.24402 3.66396
H -6.08041 -1.68319 1.70727
H -5.67076 -0.04055 1.20439
H -3.78064 -2.43910 1.15802
H -4.55631 -1.69849 -0.25118

Cartesian forces, eV/Å:
-0.013 0.232 0.208
0.217 0.007 -0.007
-0.177 0.084 0.229
-0.365 0.100 -0.556
0.266 -0.378 0.030
-0.301 0.193 -0.149
0.399 0.177 0.089
0.060 0.493 -0.145
-0.288 -0.407 -0.091
-0.004 0.202 -0.058
-0.226 0.156 0.037
0.346 -0.005 0.145
-0.204 0.027 -0.021
-0.019 0.176 0.080
0.069 -0.141 -0.281
0.089 -0.291 0.102
-0.306 0.179 -0.117
0.619 0.622 -0.056
0.279 -0.525 0.154
0.247 -0.340 0.298
0.161 -0.207 -0.294
-0.540 0.106 0.004
-0.102 0.078 0.165
0.001 -0.011 -0.023
-0.005 0.006 0.056
-0.100 0.033 -0.049
0.068 -0.014 -0.182
-0.039 -0.381 0.398
-0.057 0.248 0.032
0.079 -0.231 0.088
-0.133 0.285 -0.096
0.084 -0.221 0.109
-0.147 0.210 -0.099
-0.043 -0.058 -0.079
-0.073 -0.132 0.031
0.130 -0.093 -0.116
0.027 0.007 0.038
0.142 -0.079 -0.102
0.019 0.078 -0.072
-0.028 -0.019 -0.134
-0.120 -0.038 0.028
-0.223 0.009 -0.071
0.094 -0.088 0.120
0.001 0.057 -0.001
0.006 -0.063 0.099
0.001 -0.045 0.010
0.015 -0.024 0.030
0.074 -0.014 0.004
0.055 0.021 0.001
0.003 -0.058 0.065
0.047 0.045 -0.055
-0.172 -0.143 -0.065
-0.011 0.191 0.037
0.070 -0.063 0.255
-0.020 0.026 0.160
0.014 0.007 0.083
0.084 -0.022 0.016
0.040 -0.009 -0.078
0.043 -0.036 -0.182
-0.008 -0.044 -0.003
0.025 -0.020 0.003
0.027 0.036 -0.013
0.003 0.091 -0.005
-0.035 0.106 0.037
-0.006 -0.066 0.078
-0.004 -0.063 0.061
-0.057 0.050 -0.051
-0.096 0.047 -0.019
-0.004 -0.013 -0.053
0.024 -0.043 -0.056

Here are the Löwdin charges for atoms 1 to 5, given in e: -0.057 -0.352 -0.055 -0.171 -0.446

---

The following is a DFT calculation (ωB97M-V/def2-TZVPD) of a molecular structure, C24H38AsCdF4N3SSi.

LUMO: 0.175 eV
highest occupied orbital energy: -7.06 eV
gap between HOMO and LUMO: 7.231 eV

CARTESIAN COORDINATES (ANGSTROEM)
Cd 0.02083 0.01944 -0.21735
C 0.23228 -3.97278 0.53299
C -0.93307 -3.20612 1.14094
N -0.60480 -1.82787 1.52363
C 0.40510 -1.76486 2.59361
C 0.04929 -2.48819 3.89312
C -1.85795 -1.12683 1.84863
C -1.64809 0.29037 2.37917
N -0.61164 0.97540 1.62748
C -0.06251 2.10015 2.11384
C 1.13677 2.58823 1.54227
F 1.67864 1.86085 0.52291
C 1.78911 3.72283 1.95073
F 2.92047 4.08555 1.32874
C 1.31219 4.48446 2.99969
C 0.14631 4.04248 3.59455
F -0.36365 4.74732 4.61575
C -0.52763 2.91390 3.17862
F -1.69498 2.63198 3.80162
H -0.13669 -4.90314 0.09731
H 0.70015 -3.37370 -0.24745
H 0.99611 -4.22124 1.27050
H -1.74219 -3.15011 0.41011
H -1.32694 -3.76266 2.00145
H 1.33461 -2.16728 2.18678
H 0.59454 -0.71452 2.80589
H 0.00715 -3.57042 3.76445
H 0.81186 -2.27330 4.64170
H -0.90970 -2.14794 4.28691
H -2.44396 -1.08123 0.92388
H -2.44886 -1.68776 2.58473
H -2.61092 0.80657 2.31498
H -1.38470 0.23746 3.44035
H 1.81299 5.37753 3.33943
C 1.09942 2.13882 -2.85595
Si -0.77404 1.99025 -2.58715
C -1.58354 2.64932 -4.16890
C -1.31949 3.16275 -1.20459
N -1.02481 0.36483 -2.05780
C -1.86594 -0.61344 -2.52230
C -1.75448 -1.93285 -2.03176
C -2.58464 -2.95571 -2.45417
C -3.56854 -2.71706 -3.40244
C -3.69641 -1.42940 -3.90934
C -2.87517 -0.40037 -3.48505
H 1.39525 3.17659 -3.03045
H 1.41796 1.54833 -3.71888
H 1.65265 1.77996 -1.98466
H -1.12616 3.60981 -4.41649
H -2.65491 2.82078 -4.04422
H -1.44359 1.98326 -5.02326
H -1.22682 4.20690 -1.51326
H -0.70967 3.02772 -0.31055
H -2.35923 2.97885 -0.92583
H -0.97152 -2.12329 -1.29963
H -2.46342 -3.95302 -2.04353
H -4.22222 -3.51272 -3.73372
H -4.46071 -1.21817 -4.64804
H -3.01633 0.59055 -3.89352
C 1.32833 -2.59336 -3.39109
As 2.83764 -2.23146 -2.23066
C 3.57066 -3.96990 -1.75523
C 4.20710 -1.49687 -3.38861
S 2.54848 -1.04269 -0.52929
H 1.65110 -3.24452 -4.20264
H 0.95434 -1.65292 -3.79318
H 0.53165 -3.07243 -2.82777
H 4.01135 -4.42313 -2.64262
H 2.79515 -4.61945 -1.35488
H 4.34083 -3.82394 -1.00080
H 4.49289 -2.24365 -4.12831
H 5.06725 -1.22887 -2.77908
H 3.82974 -0.60599 -3.88657

Cartesian forces, eV/Å:
0.090 -0.387 0.182
-0.113 0.049 0.061
0.051 -0.053 -0.117
-0.065 0.025 -0.205
0.062 -0.103 0.132
-0.006 0.044 -0.154
0.031 0.213 0.051
0.159 0.019 -0.021
-0.029 -0.102 -0.107
0.141 0.308 0.252
-0.106 -0.116 -0.028
0.064 0.064 -0.051
-0.062 0.064 0.113
0.064 -0.034 -0.078
-0.059 0.015 0.067
0.195 0.048 -0.096
-0.097 0.007 0.041
-0.029 -0.133 -0.139
-0.040 -0.071 -0.012
0.041 -0.006 0.016
0.061 0.001 -0.047
0.018 0.005 -0.008
-0.010 0.006 0.056
-0.068 0.034 0.004
0.002 0.005 -0.015
0.001 0.020 -0.064
-0.023 -0.007 0.036
-0.004 -0.002 0.012
0.006 -0.029 0.040
-0.015 -0.092 0.007
-0.053 0.003 -0.030
-0.044 -0.041 0.096
-0.002 0.013 0.048
0.024 -0.011 -0.022
-0.305 0.128 0.148
0.240 0.467 0.019
-0.039 -0.399 0.131
0.232 -0.167 -0.262
-0.059 0.035 -0.324
0.005 -0.170 0.076
0.012 0.199 0.012
0.000 -0.025 0.011
-0.042 -0.064 -0.035
0.003 -0.023 0.006
0.046 0.040 0.000
0.019 -0.006 0.002
-0.057 -0.028 -0.029
0.053 0.020 -0.023
0.057 -0.002 0.066
0.006 -0.010 0.001
0.002 0.021 -0.013
0.012 0.003 -0.003
-0.027 0.046 0.077
-0.008 -0.028 -0.025
-0.068 -0.087 -0.037
0.018 0.015 0.023
0.004 0.012 -0.005
0.001 0.006 0.006
-0.014 -0.017 0.015
0.120 0.125 0.166
0.167 -0.388 -0.451
-0.070 0.177 -0.054
-0.134 0.003 0.092
-0.224 0.208 0.212
0.083 0.005 0.021
-0.020 0.028 0.062
0.009 0.009 0.022
-0.045 -0.010 -0.014
-0.060 0.070 0.009
-0.016 0.055 0.007
-0.028 -0.004 -0.008
-0.013 -0.006 0.030
-0.042 0.007 0.047

Here are the Löwdin charges for atoms 1 to 5, given in e: 1.323 -0.090 -0.271 -0.235 -0.259

---

The following is a DFT calculation (ωB97M-V/def2-TZVPD) of a molecular structure, C24H38AuClN4O6.

LUMO (alpha / beta): -0.631 / -2.883 eV
multiplicity: 3
highest occupied orbital energy (alpha / beta): -8.07 / -8.09 eV
gap between HOMO and LUMO (alpha / beta): 7.438 / 5.211 eV
expectation value of S²: 2.023

CARTESIAN COORDINATES (ANGSTROEM)
O -0.62012 -2.07492 -2.30046
C -0.75511 -3.19267 -1.79632
C -1.59739 -3.43930 -0.59544
C -2.26955 -2.33935 -0.04068
H -2.01594 -1.33641 -0.37692
C -3.28952 -2.51637 0.87220
H -3.78695 -1.63477 1.26040
C -3.63252 -3.80403 1.29238
H -4.46194 -3.91814 2.00017
C -2.85064 -4.89278 0.86831
H -3.03986 -5.87797 1.29262
C -1.83683 -4.71967 -0.07513
H -1.23826 -5.55011 -0.45595
H -0.09295 -4.03088 -2.10984
C 2.85673 -2.28189 0.57460
C 2.08311 -2.03597 1.84223
H 3.15988 -3.32457 0.46319
H 3.68604 -1.59778 0.46621
H 2.21828 -2.06537 -0.27626
C 1.43710 -2.98132 2.56401
C 1.84179 -4.00218 3.59556
H 0.35232 -2.96905 2.38460
H 0.98837 -4.69216 3.71658
H 2.04933 -3.58412 4.60177
H 2.68909 -4.63215 3.27910
Au 1.25710 -0.31405 2.04218
Cl 1.87360 1.69546 3.10543
C 2.37697 3.62031 0.30318
O 2.73406 3.59231 -0.87241
N 2.12534 4.76631 1.00207
C 2.43305 6.03576 0.38029
C 1.83627 4.79519 2.42362
H 2.21328 2.69896 0.90112
H 2.21749 5.97172 -0.68834
H 3.49144 6.30256 0.52721
H 1.81824 6.80278 0.86025
H 1.21445 3.92778 2.67666
H 1.31151 5.72942 2.66291
H 2.76084 4.73810 3.02299
H -4.57651 -0.28005 -2.99528
H -3.21458 2.42804 -2.70836
C -3.82529 -0.47870 -2.21255
C -2.85253 1.79680 -1.87834
N -2.68258 0.42137 -2.33123
H -3.45902 -1.50963 -2.29900
C -1.69887 0.16520 -3.23712
O -0.71175 0.89166 -3.39617
H -1.90105 2.19077 -1.49480
H -1.87419 -0.75295 -3.84582
H -4.29670 -0.33849 -1.23081
H -3.60448 1.79757 -1.08223
H 4.73330 0.92514 -3.68147
H 2.63850 0.72146 -5.14758
C 4.28485 0.16115 -3.03021
C 2.25390 -0.01526 -4.42477
N 2.83610 0.21915 -3.10839
H 4.59597 0.31657 -1.99408
C 2.06900 0.43456 -2.00411
O 2.47225 0.42640 -0.83377
H 1.15923 0.05882 -4.36907
H 1.00525 0.61093 -2.27030
H 4.64398 -0.81162 -3.39485
H 2.54206 -1.01124 -4.80035
O -1.54134 -1.09166 3.26319
C -1.56566 0.06223 2.84382
C -2.68993 1.07321 3.06535
C -2.37845 2.21537 2.12639
C -1.04850 1.84750 1.46162
O -0.50751 2.48721 0.57355
N -0.61289 0.66246 2.04031
H -3.65559 0.60543 2.83779
H -2.66804 1.42036 4.11085
H -3.15595 2.33539 1.36157
H -2.25106 3.14615 2.69212

Cartesian forces, eV/Å:
-0.335 -2.147 0.570
1.316 1.586 0.528
-0.560 0.282 -0.022
0.046 0.011 -0.329
0.051 -0.186 -0.050
0.104 -0.268 0.129
-0.127 -0.196 0.061
0.450 0.082 0.085
0.437 -0.186 -0.302
-0.210 0.082 0.239
-0.003 0.180 -0.211
-0.051 0.396 -0.321
-0.317 0.057 0.173
-0.458 0.062 -0.252
0.922 -0.433 0.730
1.385 -1.694 -1.889
0.196 -0.022 0.165
0.267 0.125 -0.065
-0.399 0.252 0.001
-0.797 -0.529 1.085
-0.124 -1.024 -0.443
-0.036 0.593 0.726
0.357 0.299 0.067
-0.025 0.117 -0.748
0.014 0.430 0.153
-2.458 1.797 -0.272
0.536 -0.457 0.633
-0.071 -0.317 -0.346
-0.170 0.283 0.917
0.134 0.133 -0.356
0.081 0.030 0.025
0.109 -0.441 -0.043
0.050 0.474 -0.450
0.095 0.093 0.170
-0.174 0.010 -0.140
0.056 -0.004 -0.236
0.092 0.523 0.000
0.073 -0.311 -0.035
-0.253 0.123 -0.033
0.080 -0.119 0.238
0.144 -0.093 0.309
0.186 0.141 -0.458
0.197 0.098 0.101
-0.082 -0.047 -0.214
-0.290 0.241 0.012
0.693 0.636 -0.097
-1.549 -0.821 -0.131
-0.362 -0.071 -0.152
0.195 0.389 0.412
0.176 -0.133 -0.262
0.185 0.087 -0.094
-0.142 -0.043 0.227
-0.162 -0.105 0.196
-0.056 -0.130 -0.047
-0.032 0.204 0.054
0.112 0.005 0.198
-0.065 0.000 -0.229
-0.158 -0.070 0.413
-0.139 -0.128 -1.020
0.399 0.018 -0.004
0.506 -0.142 0.240
-0.031 0.075 0.180
-0.107 0.190 0.200
0.287 1.044 -0.283
-0.175 0.033 -0.061
-0.233 -0.377 0.284
-0.050 0.285 -0.235
0.093 0.482 -0.227
-0.357 -0.830 1.073
0.220 -0.427 -0.284
0.184 0.025 0.344
-0.133 -0.446 -0.279
0.284 0.242 0.146
-0.022 -0.015 -0.465

Here are the Löwdin charges for atoms 1 to 5, given in e: 0.016 -0.169 -0.194 -0.047 0.107